[1]
Formula: C2HBrF2S
Source: the Open Molecules 2025 dataset
Level of theory: ωB97M-V/def2-TZVPD

Computed properties:
Energy above the lowest of the compared OMol25 structures with the same formula, charge and spin: 394.8 kJ/mol
E_LUMO: -0.104 Eh
Energy: -3248.5611 Ha
Orbital gap: 6.961 eV

CARTESIAN COORDINATES (ANGSTROEM)
C -1.297277 0.129362 0.161514
C 0.001644 0.355010 -0.149486
F -2.052136 1.124095 0.641661
H 2.590188 -1.121052 0.256978
S 2.431861 -0.545487 -0.932450
F 0.470295 1.589271 -0.057332
Br -2.144573 -1.531197 0.079113

Atomic forces in eV per Å
1.7 -0.6 -0.3
1.1 0.3 -0.3
0.3 -0.2 -0.3
0.0 -0.1 0.3
-3.1 0.7 0.5
-0.2 -0.2 0.1
0.2 0.2 0.0

[2]
Formula: C5H7NOS
Source: the Open Molecules 2025 dataset
Level of theory: ωB97M-V/def2-TZVPD

Computed properties:
Energy above the lowest of the compared OMol25 structures with the same formula, charge and spin: 758.3 kJ/mol
E_LUMO (spin up / spin down): -0.032 / -0.032 Eh
Energy: -722.6292 Ha
Orbital gap (spin up / spin down): 7.033 / 7.035 eV

CARTESIAN COORDINATES (ANGSTROEM)
H -1.941342 2.543795 0.267777
N 0.758632 2.226876 -0.047667
O 3.720457 -0.170919 0.386073
H 0.153501 -2.438430 0.178252
C 0.895931 -2.007148 -0.330648
H 1.814217 -2.598977 0.033307
C 0.934791 -0.578165 0.005514
H 0.756477 -2.248303 -1.313447
H -2.308183 0.877159 -0.606016
H 2.639433 2.727810 -0.130732
C -1.639003 1.445689 0.005590
S 2.441614 0.193613 -0.170526
H -1.747722 0.927094 0.946531
C -0.235984 1.586809 -0.385929
C 2.013456 1.903404 0.219196

Atomic forces in eV per Å
0.0 -1.9 -0.9
-1.0 -1.6 -0.1
1.4 -0.7 0.0
-3.3 -1.6 1.9
4.4 0.1 2.2
-0.8 0.9 -0.7
1.5 1.9 -1.5
-0.3 -0.2 -2.8
-0.1 0.4 -1.1
0.8 -0.8 0.5
-0.1 2.0 1.6
-4.0 1.4 0.9
0.5 -0.1 0.7
0.9 -0.7 0.1
0.2 0.9 -0.9

[3]
Formula: C36H49F4N12O3Rb
Source: the Open Molecules 2025 dataset
Level of theory: ωB97M-V/def2-TZVPD

Computed properties:
E_LUMO (spin up / spin down): 0.116 / 0.116 Eh
Energy: -2707.4583 Ha
Total charge: -2
Orbital gap (spin up / spin down): 2.860 / 2.859 eV

CARTESIAN COORDINATES (ANGSTROEM)
H -13.783036 -19.586563 8.481480
H -1.497955 -18.533904 11.142197
C -2.477041 -18.060332 11.028667
H -6.655358 -15.138962 12.313783
H -7.627042 -22.194560 7.012575
H -5.762176 -13.163164 6.784591
F -3.471565 -19.783997 9.743913
H -10.735388 -13.724429 9.675420
H -13.726620 -18.247691 6.137198
H -7.250929 -17.005797 5.028832
F -1.706216 -16.387872 12.502808
O -8.366844 -18.598235 6.024004
N -12.136120 -18.513516 9.095452
H -8.619497 -14.741198 11.057659
H -12.330604 -19.018143 9.958078
H -8.939394 -21.041483 6.266695
N -6.038588 -15.894443 10.357297
H -10.488951 -16.856818 5.457074
C -13.541164 -17.809928 7.144028
H -8.940373 -21.095203 11.182730
N -7.925660 -13.795821 9.341495
N -6.293610 -17.141106 5.425645
Rb -8.216647 -16.783409 8.308068
H -7.041436 -20.095977 12.512826
H -5.771548 -14.043298 11.373006
C -6.055804 -18.519618 5.382176
H -13.176916 -16.550134 4.854798
N -12.559118 -16.782493 6.882851
N -10.289644 -15.870724 5.379613
H -11.169521 -23.274467 10.823988
N -7.033455 -20.315046 6.530133
H -16.131630 -19.857123 12.150779
F -3.959119 -14.969938 12.298371
C -3.496008 -18.502396 10.157292
C -8.039888 -21.161547 6.956506
H -9.141426 -12.769931 8.079237
C -17.368240 -21.561011 12.126223
C -8.862817 -12.713281 9.162720
C -16.169527 -20.881381 11.909631
H -13.441666 -24.426338 11.484659
H -9.593468 -15.638356 4.648598
H -18.434218 -23.341848 12.480704
H -6.245827 -12.545619 9.094650
H -10.816307 -11.894880 9.639561
C -11.525802 -15.101413 5.295870
N -13.703438 -21.232128 11.711867
H -12.511399 -19.766828 7.388520
C -7.772496 -14.129857 10.754275
C -8.835649 -19.639130 15.166404
O -8.156996 -20.133481 9.229182
H -11.175561 -18.722814 8.816855
H -11.457964 -14.219911 6.029603
H -13.518492 -15.213181 5.899954
H -11.371173 -20.658898 12.334887
C -8.586656 -20.929406 8.379211
C -4.866728 -16.476140 10.674935
C -7.264248 -19.197361 5.948273
C -2.749265 -16.924965 11.747647
C -15.146629 -23.086853 11.693194
C -8.254463 -18.141559 16.958707
C -8.959522 -20.525249 13.241694
C -7.606124 -19.311048 14.489006
H -12.133177 -16.310519 7.720963
C -3.859131 -16.151921 11.612232
N -13.798372 -23.500691 11.417082
H -7.352141 -12.343416 6.828194
N -10.873900 -21.423143 11.891004
C -10.199493 -12.792785 9.920483
C -12.755700 -15.957653 5.712192
H -16.340849 -24.881386 12.156041
H -5.643396 -16.633418 4.796679
H -6.335255 -17.265539 16.897773
H -6.002375 -19.063269 4.383073
C -6.794992 -18.283029 15.004013
H -5.094225 -18.886811 5.853231
C -9.207921 -18.887922 16.276393
C -7.072457 -17.804348 16.301832
C -11.566754 -22.371832 11.297877
H -7.924431 -13.236614 11.410053
H -8.306842 -11.746530 9.269469
H -7.160472 -14.127082 6.621335
C -6.497740 -14.859775 11.228496
C -4.639877 -17.745450 10.050634
H -18.283204 -20.985660 12.375120
C -17.444078 -22.924922 12.136553
H -8.497532 -17.691672 17.930308
C -12.951792 -19.020462 8.004642
C -15.010709 -21.638957 11.750806
C -9.451215 -21.446682 12.089189
C -6.805092 -13.266533 7.168900
H -5.903861 -14.225128 8.771618
N -9.643748 -20.424940 14.346225
H -11.753993 -14.671084 4.322052
H -10.234247 -19.026516 16.637273
N -7.772141 -19.912395 13.182065
H -9.152376 -22.481015 12.235318
H -5.848663 -17.947821 14.548947
F -5.697292 -18.166922 9.305546
C -6.647970 -13.456356 8.664848
O -9.778280 -21.692371 8.473899
H -14.507317 -17.467153 7.556332
H -10.114608 -21.648420 9.374685
C -13.011449 -22.383714 11.488781
H -10.064571 -12.743660 11.085299
C -16.324906 -23.748736 11.976477

Atomic forces in eV per Å
0.1 0.6 -0.4
-0.6 0.0 -0.1
0.2 -0.5 -0.2
-0.2 -0.2 -0.9
-0.7 0.3 -0.3
-0.6 0.2 0.1
0.1 0.2 -0.7
0.2 0.4 0.1
-0.3 0.2 0.5
0.9 -0.1 0.6
-0.8 -0.5 -0.2
-1.3 1.3 -1.1
1.0 -0.2 -0.4
-0.4 -0.3 -0.2
0.1 0.0 -0.2
0.6 -0.7 0.9
0.5 -0.4 0.6
0.4 -0.2 -0.2
0.6 -1.6 -0.5
0.4 -0.1 0.1
1.0 -0.7 0.2
-0.1 2.7 -1.6
0.3 -0.4 -0.1
-0.2 0.2 -0.2
0.2 0.0 -0.3
1.1 -3.0 -1.0
0.8 0.1 0.7
1.3 0.2 0.7
0.5 0.7 -0.6
0.5 0.4 0.5
2.9 -1.2 -0.5
0.2 1.2 -0.2
0.4 -0.3 0.1
-0.4 0.3 1.6
-1.4 0.0 0.3
0.1 0.4 0.7
-0.6 1.0 0.0
-0.5 0.2 -1.6
-0.1 -1.1 0.5
0.1 -0.3 0.2
-0.9 -0.5 0.7
1.2 0.1 -0.6
0.3 0.5 0.2
0.5 -1.0 0.2
-0.1 0.2 1.6
-1.1 -0.7 -0.1
1.0 -0.3 -0.7
-0.3 -0.4 1.1
0.6 1.3 -1.4
-1.4 -2.3 -1.8
-0.1 0.2 0.6
-0.1 -1.0 -0.9
-0.7 0.5 0.0
0.0 -0.5 -0.1
-0.8 1.3 0.2
-1.2 -0.3 -0.2
-0.3 -0.6 2.8
2.0 0.8 0.2
1.7 0.3 -0.5
-0.7 0.5 -0.5
-2.1 -2.9 -1.3
-1.1 0.6 -0.5
-1.0 -0.8 -1.3
-1.1 0.9 -0.2
-2.7 0.0 0.1
0.4 -0.9 0.5
3.2 4.6 2.3
0.4 0.8 1.8
-0.2 0.5 -0.1
-0.1 1.8 -0.5
-0.5 -0.3 0.6
0.0 0.2 -0.6
0.1 1.1 0.1
1.0 -0.6 0.6
-1.3 0.7 0.1
-0.4 -1.3 1.0
0.3 -0.8 0.0
-6.1 -4.4 -1.5
0.5 -0.1 -0.4
-0.6 -0.2 0.4
-0.5 -0.4 0.1
0.4 1.7 0.6
-0.3 -0.1 -0.9
0.6 -0.3 -0.3
-2.2 -1.2 1.1
0.1 -0.2 -0.5
-2.5 1.3 0.8
0.2 -0.3 0.3
-0.2 1.2 -0.4
1.0 1.3 -1.0
0.0 -0.5 0.6
0.6 0.7 0.3
0.1 0.0 -0.2
0.5 0.1 0.1
1.1 1.3 2.4
0.4 -0.4 0.5
-0.7 -0.3 -0.1
0.7 -0.4 0.1
-1.2 0.0 -0.3
2.3 1.1 0.2
0.3 0.1 0.1
-0.5 0.1 0.5
4.7 1.3 -0.7
-0.3 -0.2 -2.2
0.9 -1.4 -0.1

[4]
Formula: C25H27FeN7PS
Source: the Open Molecules 2025 dataset
Level of theory: ωB97M-V/def2-TZVPD

Computed properties:
Energy above the lowest of the compared OMol25 structures with the same formula, charge and spin: 94.5 kJ/mol
E_LUMO: -0.114 Eh
Energy: -3355.3011 Ha
Total charge: +1
Orbital gap: 7.031 eV

CARTESIAN COORDINATES (ANGSTROEM)
C 0.117873 -3.982437 -0.363141
N 1.176008 2.068674 -1.219283
H 1.000862 -4.044622 0.274890
C 1.837888 2.196584 -2.368472
C 1.397726 -2.282829 3.764329
C 1.541666 -1.809013 2.469305
C 1.967318 3.413901 -3.012770
C 0.723553 4.406219 -1.231998
C -0.974710 -0.126299 -2.389627
H -2.336052 -2.477603 2.123240
H -0.844998 4.850208 0.990333
H 4.653292 -2.203790 -2.154708
S 3.094848 0.132556 0.056127
H -1.757843 4.231344 3.214156
C 3.304752 -1.006131 -1.217911
H -2.790138 -3.862604 -0.789135
C 0.595984 -1.568072 4.638572
H 5.269862 -1.327316 -0.785714
H -1.289082 1.981163 4.122685
Fe 0.837884 0.365487 -0.301624
H 2.280047 1.294163 -2.766755
C -2.133959 1.035548 -0.770988
C 0.017532 2.905377 0.677912
H 2.156199 -2.327724 1.741987
C -1.188347 3.516275 2.636430
H 2.513539 3.475257 -3.942696
H -4.162372 1.576187 -1.184019
C -3.231678 0.528017 -2.823498
H -2.004385 -0.563266 -4.215241
C 0.005105 -0.392546 4.203663
C -1.605147 -3.188941 1.734427
H -0.811173 -3.292906 2.473279
C -0.684529 3.861566 1.392971
C -2.393572 -2.853361 -0.918155
C 0.266363 -0.799993 -2.733836
N 0.215494 1.667380 1.147895
N 2.379098 -1.346657 -2.110763
H -0.593122 0.190463 4.887946
C 0.635538 3.154313 -0.643530
H -2.130307 1.460203 0.224263
C -0.933862 2.253545 3.141075
H 1.475842 5.501856 -2.913041
H 0.295674 5.274521 -0.753945
H -2.125508 -2.721949 -1.967305
N 0.959000 -0.697612 2.042171
H 1.899224 -3.189083 4.073815
H -3.178756 -2.134220 -0.676762
H -2.094054 -4.157046 1.607629
H 0.445508 -1.908275 5.654271
C -2.071394 -0.094310 -3.242902
C -3.270210 1.095726 -1.558897
N -1.004280 0.453781 -1.171362
C -0.205435 1.347091 2.376987
H -0.419718 -4.931527 -0.309618
H -4.099249 0.561726 -3.468704
C 0.231187 0.019872 2.895068
H 0.397613 -1.344852 -3.662217
N 1.210509 -0.725840 -1.863372
C 1.392567 4.534024 -2.437580
H 0.464770 -3.823136 -1.385764
N 4.495998 -1.610826 -1.357793
P -0.922443 -2.558241 0.147699

Atomic forces in eV per Å
0.0 0.0 0.0
-0.1 0.0 -0.2
0.0 0.0 0.0
0.0 0.1 0.0
0.0 0.0 0.0
0.0 0.0 0.0
0.0 0.0 0.0
0.0 0.0 0.0
0.0 0.0 -0.1
0.0 0.0 0.0
0.0 0.0 0.0
0.0 0.0 0.0
0.2 -0.1 0.1
0.0 0.0 0.0
0.1 0.0 0.0
0.0 0.0 0.0
0.0 0.0 0.0
0.0 0.0 0.0
0.0 0.0 0.0
0.1 0.6 0.5
0.0 0.0 0.0
0.0 0.0 0.0
0.0 0.1 -0.1
0.0 0.0 0.0
0.0 0.0 0.0
0.0 0.0 0.0
0.0 0.0 0.0
0.0 0.0 0.0
0.0 0.0 0.0
0.0 0.0 0.0
0.0 0.0 0.0
0.0 0.0 0.0
0.0 0.0 0.1
0.0 0.0 0.0
0.0 -0.1 0.0
0.2 -0.2 0.0
0.0 0.1 -0.1
0.0 0.0 0.0
0.0 0.1 0.0
0.0 0.0 0.0
0.0 0.0 0.0
0.0 0.0 0.0
0.0 0.0 0.0
0.0 0.0 0.0
-0.3 0.0 -0.2
0.0 0.0 0.0
0.0 0.0 0.0
0.0 0.0 0.0
0.0 0.0 0.0
0.0 0.0 0.0
0.0 0.0 0.0
-0.1 -0.3 0.1
0.0 -0.1 0.1
0.0 0.0 0.0
0.0 0.0 0.0
0.0 0.1 0.0
0.0 0.0 0.0
0.0 -0.1 0.1
0.0 0.0 0.0
0.0 0.0 0.0
0.0 0.0 0.0
-0.1 -0.1 0.0